No. 1
Density functional theory data (ωB97M-V with the def2-TZVPD basis set) for C2HClN2O in the gas phase.

Cartesian coordinates (Å):
C 1.05 -0.04 -0.77
C -1.15 0.55 0.94
N 0.91 1.08 -1.24
N 0.38 -0.96 -0.11
O -0.67 -0.53 0.52
Cl -2.57 0.49 1.78
H 2.05 -0.60 -1.11

Results
net charge: 0
spin multiplicity: 1
HOMO-LUMO gap (alpha / beta): 6.288 / 8.552 eV

Atomic partial charges in e from the natural (NBO) method, atoms 1 to 5: number 1, C, carries 0.0223; number 2, C, carries 0.2262; number 3, N, carries -0.1769; number 4, N, carries -0.1461; number 5, O, carries -0.2644

=====

No. 2
Density functional theory data (ωB97M-V with the def2-TZVPD basis set) for a 2-piece molecular cluster, C2HClN2O overall.

Cartesian coordinates (Å):
C -0.48 1.46 0.75
C 0.17 0.63 -0.15
N -1.13 2.16 1.40
N 1.50 -0.25 1.47
O 2.53 0.02 1.06
Cl 1.58 1.09 -0.98
H -0.55 -0.20 -0.42

Results
net charge: 0
spin multiplicity: 1
HOMO-LUMO gap (alpha / beta): 8.142 / 8.070 eV

Atomic partial charges in e from the natural (NBO) method, atoms 1 to 5: number 1, C, carries 0.1830; number 2, C, carries -0.3966; number 3, N, carries -0.2871; number 4, N, carries 0.2830; number 5, O, carries -0.1508

=====

No. 3
Density functional theory data (ωB97M-V with the def2-TZVPD basis set) for C2HClN2O2 as an isolated structure.

Cartesian coordinates (Å):
C 0.40 0.16 0.49
C -0.85 -0.62 -1.03
H -0.52 -2.57 -0.24
N 0.47 -1.08 0.73
N -0.56 -1.49 0.02
O -1.49 -0.88 -2.07
O -0.48 0.52 -0.48
Cl 1.16 1.54 1.10

Results
net charge: 0
spin multiplicity: 1
HOMO-LUMO gap: 10.476 eV

Atomic partial charges in e from the natural (NBO) method, atoms 1 to 5: number 1, C, carries 0.3916; number 2, C, carries 0.8302; number 3, H, carries 0.4109; number 4, N, carries -0.2612; number 5, N, carries -0.4467

=====

No. 4
Density functional theory data (ωB97M-V with the def2-TZVPD basis set) for C2HClN2S in the gas phase.

Cartesian coordinates (Å):
C -0.42 -0.48 0.31
C 0.74 -1.03 0.08
N -1.19 0.49 -0.55
N -0.63 1.56 -0.70
S 2.24 -1.63 0.13
Cl 0.44 2.30 0.14
H -1.18 -1.21 0.60

Results
net charge: 0
spin multiplicity: 1
HOMO-LUMO gap: 7.836 eV
structure (SMILES): S=C=C/N=N\Cl

Atomic partial charges in e from the natural (NBO) method, atoms 1 to 5: number 1, C, carries -0.3756; number 2, C, carries -0.0149; number 3, N, carries -0.0498; number 4, N, carries -0.2196; number 5, S, carries 0.1460

=====

No. 5
Density functional theory data (ωB97M-V with the def2-TZVPD basis set) for C2HClN4 in the gas phase.

Cartesian coordinates (Å):
C 0.29 -0.03 0.37
C -0.79 -0.83 0.09
H -1.15 -1.61 0.84
N -1.55 -0.67 -1.02
N -1.18 0.33 -1.81
N -0.23 1.18 -1.49
N 0.58 0.99 -0.46
Cl 1.23 -0.36 1.76

Results
net charge: 0
spin multiplicity: 1
HOMO-LUMO gap: 9.575 eV
structure (SMILES): Clc1cnnnn1

Atomic partial charges in e from the natural (NBO) method, atoms 1 to 5: number 1, C, carries 0.1019; number 2, C, carries -0.0233; number 3, H, carries 0.2295; number 4, N, carries -0.1619; number 5, N, carries -0.0303

=====

No. 6
Density functional theory data (ωB97M-V with the def2-TZVPD basis set) for C2HClNO2P as an isolated structure.

Cartesian coordinates (Å):
C 0.66 -0.81 1.87
C 0.84 -0.35 0.65
N 0.15 -1.27 2.83
O 1.52 -0.08 -0.26
O -0.97 -0.04 -0.03
P -0.43 0.30 -1.41
Cl -0.25 2.28 -1.43
H -1.52 -0.03 -2.21

Results
net charge: 0
spin multiplicity: 1
HOMO-LUMO gap (alpha / beta): 6.498 / 6.500 eV

Atomic partial charges in e from the natural (NBO) method, atoms 1 to 5: number 1, C, carries 0.0750; number 2, C, carries 0.6695; number 3, N, carries -0.0833; number 4, O, carries -0.3596; number 5, O, carries -0.9373

=====

No. 7
Density functional theory data (ωB97M-V with the def2-TZVPD basis set) for a 2-piece molecular cluster, C2HClNO2P overall.

Cartesian coordinates (Å):
C 1.43 -0.46 1.62
C 1.35 -0.41 0.19
N 1.48 -0.56 2.74
O 1.92 -0.66 -0.79
O -0.62 -0.15 0.00
P -1.05 0.43 -1.40
Cl -2.20 2.01 -0.69
H -2.33 -0.19 -1.68

Results
net charge: 0
⟨S²⟩: 2.016
spin multiplicity: 3
HOMO-LUMO gap (alpha / beta): 6.786 / 7.295 eV

Atomic partial charges in e from the natural (NBO) method, atoms 1 to 5: number 1, C, carries 0.1074; number 2, C, carries 0.5034; number 3, N, carries -0.2704; number 4, O, carries -0.4653; number 5, O, carries -0.8297

=====

No. 8
Density functional theory data (ωB97M-V with the def2-TZVPD basis set) for C2HClO2 in the gas phase.

Cartesian coordinates (Å):
C 0.07 -0.17 -0.15
C -1.19 0.36 -0.59
O 1.06 0.29 0.53
O 2.24 -0.29 0.65
Cl -2.55 0.95 0.08
H 0.36 -1.14 -0.52

Results
net charge: 0
spin multiplicity: 1
HOMO-LUMO gap (alpha / beta): 8.211 / 7.010 eV

Atomic partial charges in e from the natural (NBO) method, atoms 1 to 5: number 1, C, carries 0.0520; number 2, C, carries -0.0943; number 3, O, carries -0.1272; number 4, O, carries -0.1906; number 5, Cl, carries 0.1607

=====

No. 9
Density functional theory data (ωB97M-V with the def2-TZVPD basis set) for C2HF2NO3 in the gas phase.

Cartesian coordinates (Å):
C 1.29 -0.26 -0.50
C 0.05 -0.44 0.39
N -1.17 0.85 0.06
O -1.84 0.47 -0.82
O 1.17 -0.34 -1.70
O -1.25 1.83 0.79
F 0.26 -0.35 1.67
F -0.70 -1.48 0.05
H 2.20 -0.27 0.06

Results
net charge: 0
⟨S²⟩: 2.009
spin multiplicity: 3
HOMO-LUMO gap (alpha / beta): 8.579 / 6.893 eV

Atomic partial charges in e from the natural (NBO) method, atoms 1 to 5: number 1, C, carries -0.0778; number 2, C, carries 0.7180; number 3, N, carries 0.4953; number 4, O, carries -0.3057; number 5, O, carries -0.1598

=====

No. 10
Density functional theory data (ωB97M-V with the def2-TZVPD basis set) for a 2-piece molecular cluster, C2HF2NO3S overall.

Cartesian coordinates (Å):
C 0.45 -1.12 0.14
C 1.08 -2.39 -0.22
N 0.16 -0.09 0.75
O 0.05 -1.89 -1.01
O 3.11 1.34 -0.58
O 3.71 -0.70 0.66
F 0.79 -3.54 0.45
F 2.28 -2.52 -0.78
S 3.83 0.11 -0.52
H -0.77 0.23 0.49

Results
net charge: 0
spin multiplicity: 1
HOMO-LUMO gap: 10.062 eV

Atomic partial charges in e from the natural (NBO) method, atoms 1 to 5: number 1, C, carries 0.4643; number 2, C, carries 0.8342; number 3, N, carries -0.6061; number 4, O, carries -0.4651; number 5, O, carries -0.8214

=====

No. 11
Density functional theory data (ωB97M-V with the def2-TZVPD basis set) for C2HF3 in the gas phase.

Cartesian coordinates (Å):
C 0.78 -0.72 0.08
C -0.41 -0.04 -0.08
H 0.88 -1.74 0.32
F 1.80 0.13 -0.06
F -1.53 -0.70 -0.04
F -0.62 1.27 0.06

Results
net charge: 0
spin multiplicity: 1
HOMO-LUMO gap: 10.443 eV
structure (SMILES): FC=C(F)F

Atomic partial charges in e from the natural (NBO) method, atoms 1 to 5: number 1, C, carries 0.0382; number 2, C, carries 0.6724; number 3, H, carries 0.1987; number 4, F, carries -0.3185; number 5, F, carries -0.3007

=====

No. 12
Density functional theory data (ωB97M-V with the def2-TZVPD basis set) for C2HF3IN in the gas phase.

Cartesian coordinates (Å):
C 0.63 -0.07 0.18
C -0.91 0.22 -0.29
N 0.79 -1.19 0.68
F -0.93 1.13 -1.32
F -1.59 0.80 0.76
F -1.51 -0.87 -0.80
I 1.86 1.50 -0.35
H 1.66 -1.53 1.14

Results
net charge: 0
spin multiplicity: 1
HOMO-LUMO gap: 10.547 eV
structure (SMILES): [H]/N=C(\I)C(F)(F)F

Atomic partial charges in e from the natural (NBO) method, atoms 1 to 5: number 1, C, carries 0.0549; number 2, C, carries 0.9251; number 3, N, carries -0.5862; number 4, F, carries -0.3337; number 5, F, carries -0.3205

=====

How do the records compare in electronic energy? In the order shown, they have -19631.682, -19635.724, -21686.250, -28422.924, -20569.702, -29483.082, -29481.777, -18699.213, -15150.015, -25990.527, -10240.873, -19832.691 eV.
How do the records compare in energy relative to the best compared isomer or geometry (same formula, charge and spin)? In the order shown, they have 794.2, 404.3, 107.6, 349.5, 21.0, 302.1, 130.7, 733.0, 112.4, 16.6, 41.2, 0.0 kJ/mol.